(1)
{"formula": "C5H10N3S", "method": "ωB97M-V with the def2-TZVPD basis set", "elements": ["C", "C", "C", "C", "C", "N", "N", "N", "S", "H", "H", "H", "H", "H", "H", "H", "H", "H", "H"], "coordinates": [[1.55, 1.25, -0.14], [1.73, -0.14, -0.06], [-0.52, 0.15, -0.44], [-1.52, 0.13, 0.73], [0.31, -2.16, -0.35], [0.23, 1.39, -0.42], [0.56, -0.77, -0.45], [2.41, 2.20, 0.02], [3.13, -0.88, 0.25], [-1.18, -0.03, -1.25], [-0.99, 0.33, 1.62], [-1.96, -0.87, 0.81], [-2.29, 0.78, 0.61], [0.02, -2.48, 0.58], [-0.65, -2.24, -0.94], [1.16, -2.85, -0.70], [-0.32, 2.17, -0.03], [3.28, 1.93, 0.49], [2.24, 3.14, -0.33]], "homo_ev": -12.975, "smiles": "C[C@H]1NC(=[NH2+])C(=S)N1C", "total_charge": 1, "e_above_lowest_kcal_mol": 2.4, "gap_ev": 7.680}

***

(2)
{"formula": "C6H2Br4O", "method": "ωB97M-V with the def2-TZVPD basis set", "elements": ["O", "Br", "Br", "Br", "Br", "C", "C", "C", "C", "C", "C", "H", "H"], "coordinates": [[0.56, 0.50, -2.70], [1.54, -2.42, -1.93], [-0.66, 2.93, -1.51], [-1.74, -0.91, 2.36], [1.07, 0.41, 2.61], [0.51, 0.34, -1.45], [0.69, -1.02, -0.92], [-0.22, 1.39, -0.66], [0.33, -1.33, 0.40], [-0.78, 1.00, 0.58], [-0.29, -0.21, 1.28], [0.48, -2.37, 0.80], [-1.47, 1.69, 1.13]], "homo_ev": -9.724, "e_above_lowest_kcal_mol": 13.5, "gap_ev": 8.050}

***

(3)
{"formula": "C5H12N2O", "method": "ωB97M-V with the def2-TZVPD basis set", "elements": ["C", "C", "C", "C", "O", "N", "C", "N", "H", "H", "H", "H", "H", "H", "H", "H", "H", "H", "H", "H"], "coordinates": [[-1.65, -0.08, -0.25], [-0.19, 0.20, 0.10], [0.23, 1.68, -0.11], [-0.93, 2.65, 0.03], [-1.57, 3.05, -0.91], [0.74, -0.65, -0.66], [0.91, -1.98, -0.10], [2.05, -2.09, 0.80], [-1.85, -1.14, -0.07], [-2.31, 0.49, 0.43], [-1.85, 0.28, -1.26], [0.00, -0.01, 1.15], [0.99, 1.94, 0.62], [0.61, 1.81, -1.13], [-1.16, 2.96, 1.07], [0.43, -0.73, -1.62], [0.01, -2.33, 0.45], [1.04, -2.71, -0.91], [2.73, -1.36, 0.60], [1.78, -1.98, 1.77]], "homo_ev": -9.131, "smiles": "C[C@H](CC=O)NCN", "e_above_lowest_kcal_mol": 41.2, "gap_ev": 10.028}

***

(4)
{"formula": "C29H22F11N4OOsSSi", "method": "ωB97M-V with the def2-TZVPD basis set", "elements": ["Os", "F", "C", "C", "C", "C", "C", "F", "C", "C", "C", "C", "C", "C", "N", "H", "H", "H", "H", "H", "H", "C", "Si", "C", "C", "C", "C", "C", "C", "N", "C", "S", "H", "H", "H", "H", "H", "H", "H", "H", "H", "H", "H", "H", "F", "C", "F", "F", "C", "O", "C", "F", "F", "F", "C", "F", "F", "F", "N", "C", "C", "C", "C", "C", "N", "C", "H", "H", "H", "H"], "coordinates": [[0.28, -0.95, 0.41], [-3.59, -4.72, -0.46], [-2.53, -4.05, -0.92], [-1.91, -3.14, -0.09], [-0.81, -2.43, -0.54], [-0.38, -2.63, -1.87], [-1.03, -3.57, -2.66], [-0.64, -3.78, -3.93], [-2.11, -4.30, -2.21], [0.67, -1.75, -2.34], [1.38, -1.87, -3.54], [2.32, -0.92, -3.88], [2.57, 0.16, -3.03], [1.88, 0.22, -1.85], [0.96, -0.71, -1.50], [-2.30, -3.02, 0.91], [-2.61, -5.02, -2.85], [1.19, -2.70, -4.19], [2.87, -1.01, -4.80], [3.29, 0.92, -3.27], [2.04, 1.02, -1.14], [-3.67, 3.70, 1.09], [-3.98, 2.10, 2.00], [-5.29, 2.30, 3.31], [-4.55, 0.77, 0.81], [-2.35, 1.73, 2.94], [-2.10, 2.53, 4.06], [-0.97, 2.35, 4.84], [-0.08, 1.34, 4.49], [-0.26, 0.57, 3.42], [-1.35, 0.78, 2.68], [-1.57, -0.38, 1.34], [-4.59, 4.06, 0.63], [-2.93, 3.57, 0.29], [-3.30, 4.48, 1.76], [-6.25, 2.51, 2.82], [-5.10, 3.13, 4.00], [-5.41, 1.39, 3.90], [-5.56, 1.05, 0.49], [-4.62, -0.21, 1.28], [-3.93, 0.68, -0.08], [-2.80, 3.30, 4.34], [-0.78, 2.96, 5.71], [0.80, 1.14, 5.08], [4.10, -2.83, 1.68], [3.02, -3.59, 1.44], [2.80, -3.56, 0.12], [3.29, -4.84, 1.80], [1.78, -3.01, 2.18], [1.51, -1.81, 1.53], [0.64, -4.06, 2.21], [0.49, -4.64, 1.01], [-0.51, -3.47, 2.55], [0.90, -5.01, 3.10], [2.15, -2.63, 3.66], [2.85, -3.60, 4.24], [1.05, -2.40, 4.37], [2.89, -1.51, 3.68], [5.51, 1.71, 3.48], [4.50, 1.82, 2.93], [3.25, 1.96, 2.24], [2.67, 3.20, 2.04], [1.46, 3.26, 1.36], [0.88, 2.09, 0.93], [1.44, 0.88, 1.13], [2.60, 0.82, 1.77], [3.16, 4.10, 2.40], [0.97, 4.21, 1.18], [-0.07, 2.10, 0.41], [3.02, -0.16, 1.92]], "homo_ev": -11.562, "total_charge": 1, "e_above_lowest_kcal_mol": 22.8, "gap_ev": 6.835}

***

(5)
{"formula": "C4H5N5O", "method": "ωB97M-V with the def2-TZVPD basis set", "elements": ["N", "C", "N", "C", "C", "N", "N", "C", "N", "H", "H", "H", "O", "H", "H"], "coordinates": [[-2.03, -0.24, 0.52], [-0.93, -0.34, -0.22], [-0.96, 0.12, -1.50], [0.20, 0.37, -2.05], [1.40, 0.11, -1.35], [1.35, -0.55, -0.19], [0.22, -0.70, 0.41], [2.65, 0.74, -1.71], [3.60, 1.37, -1.91], [-1.96, -0.27, 1.53], [-2.90, 0.06, 0.10], [0.21, 0.89, -3.01], [-0.59, -0.29, 3.16], [-0.19, -0.83, 3.86], [-0.05, -0.47, 2.37]], "homo_ev": -9.683, "smiles": "N#Cc1cnc(N)nn1.O", "e_above_lowest_kcal_mol": 0.0, "gap_ev": 9.075}

***

(6)
{"formula": "C3H7NO2", "method": "ωB97M-V with the def2-TZVPD basis set", "elements": ["O", "C", "O", "H", "C", "C", "N", "H", "H", "H", "H", "H", "H"], "coordinates": [[-0.25, 1.38, -0.76], [0.32, 2.06, 0.15], [0.70, 1.68, 1.26], [0.49, 3.13, -0.11], [0.47, -1.65, 0.81], [-0.74, -1.70, -1.27], [-0.58, -1.12, -0.03], [0.26, -2.69, 1.08], [0.49, -1.08, 1.73], [1.45, -1.57, 0.31], [-0.07, -2.48, -1.63], [-1.46, -1.26, -1.94], [-0.40, -0.06, -0.23]], "homo_ev": [-2.041, -4.678], "total_charge": -1, "e_above_lowest_kcal_mol": 0.0, "spin_multiplicity": 2, "gap_ev": [6.468, 9.041], "s2": 0.7535}

***

(7)
{"formula": "C4H14N2Se", "method": "ωB97M-V with the def2-TZVPD basis set", "elements": ["C", "C", "C", "C", "N", "N", "Se", "H", "H", "H", "H", "H", "H", "H", "H", "H", "H", "H", "H", "H", "H"], "coordinates": [[1.06, 1.31, -0.87], [-0.36, 0.45, 1.06], [-2.20, -0.46, -0.86], [0.99, 1.03, 0.62], [-0.52, -3.92, -0.89], [1.21, 2.33, 1.35], [-0.93, -1.21, 0.07], [2.01, 1.78, -1.13], [1.01, 0.39, -1.44], [0.26, 1.96, -1.21], [-0.33, 0.16, 2.11], [-1.15, 1.18, 0.92], [-2.79, -1.06, -1.53], [-2.48, 0.58, -0.79], [1.80, 0.35, 0.91], [-1.32, -4.35, -1.34], [-0.34, -4.44, -0.04], [0.27, -4.05, -1.50], [1.30, 2.20, 2.37], [0.44, 2.99, 1.17], [2.08, 2.77, 1.02]], "homo_ev": -16.689, "total_charge": 2, "e_above_lowest_kcal_mol": 13.2, "gap_ev": 7.105}

***

(8)
{"formula": "C6H15BrNO", "method": "ωB97M-V with the def2-TZVPD basis set", "elements": ["C", "C", "C", "C", "C", "C", "N", "O", "Br", "H", "H", "H", "H", "H", "H", "H", "H", "H", "H", "H", "H", "H", "H", "H"], "coordinates": [[0.78, -2.69, -0.36], [1.67, 1.32, 0.36], [0.13, -1.60, 0.51], [0.90, 0.55, -0.80], [-0.26, -0.40, -0.39], [-1.38, 0.25, 0.39], [-1.16, 0.86, 1.51], [-1.67, 2.19, -0.77], [-3.12, -0.36, 0.19], [0.10, -3.17, -0.89], [1.27, -3.41, 0.35], [1.46, -2.12, -1.18], [2.34, 1.83, -0.22], [0.94, 1.93, 0.75], [2.05, 0.72, 1.17], [0.84, -1.50, 1.36], [-0.85, -2.15, 0.98], [1.62, -0.03, -1.16], [0.78, 1.34, -1.61], [-0.75, -0.58, -1.40], [-1.87, 0.92, 2.24], [-0.51, 1.54, 1.71], [-1.02, 1.86, -1.35], [-2.29, 2.71, -1.37]], "homo_ev": -14.953, "total_charge": 1, "e_above_lowest_kcal_mol": 54.4, "gap_ev": 10.572}

***

Question: Which formula does entry 6 have?
Answer: C3H7NO2